181
Properties=species:S:1:pos:R:3:forces:R:3:mulliken_charge:R:1 method="wB97M-V/def2-TZVPD" lumo_energy_ev=0.290 homo_energy_ev=-9.21 fmax_ev_per_a=4.5 total_charge=0
N -22.767289 -5.520222 -16.875271 1.0 0.6 0.1 -0.237
C -22.634337 -4.205490 -16.545845 -1.1 -1.6 0.1 -0.791
C -21.668189 -3.736879 -15.689801 0.5 0.9 -0.9 -0.156
C -20.682148 -4.625264 -15.310402 0.9 0.7 1.8 -0.295
C -20.714913 -5.940346 -15.685985 -0.7 -0.3 -1.2 -0.685
C -21.791557 -6.358169 -16.498213 0.2 1.8 0.5 -0.406
H -23.448112 -3.624731 -16.950791 0.1 0.6 0.1 0.523
H -21.554774 -2.662315 -15.493137 -0.3 -0.6 0.1 0.480
H -19.897772 -4.264298 -14.601103 -0.5 -0.4 -0.9 0.321
H -19.865336 -6.562026 -15.490702 0.1 -0.5 0.3 0.500
H -21.865991 -7.319852 -16.926353 0.0 -1.2 0.0 0.607
N -23.661161 -0.845668 -15.091298 -0.2 0.6 0.1 -0.439
C -22.637209 -0.172857 -14.589598 0.9 -0.3 1.4 -0.834
C -21.914800 -0.484918 -13.418936 -2.2 -2.8 -0.6 -0.601
C -22.326486 -1.703501 -12.743354 0.3 1.3 -1.3 -0.273
C -23.424809 -2.399237 -13.267547 1.1 1.8 1.3 1.437
C -24.065285 -1.860069 -14.374232 -1.3 -2.8 -0.3 -0.471
H -22.342110 0.667673 -15.143806 0.4 1.1 -0.8 0.486
H -21.058926 0.092186 -13.206911 0.8 0.5 0.6 0.457
H -21.810291 -2.150553 -11.891758 -0.1 0.5 -0.2 0.082
H -23.775622 -3.234916 -12.695301 -0.3 -0.3 -0.4 -0.335
H -24.896351 -2.487461 -14.771632 0.4 0.8 0.2 0.418
N -27.149037 -7.800093 -18.925305 0.4 0.5 0.2 -0.466
C -26.053620 -7.193073 -18.506216 0.6 0.8 0.3 -0.584
C -24.793175 -7.799405 -18.478872 -1.0 1.5 0.6 -0.021
C -24.666137 -9.073571 -18.934630 1.7 -1.3 -0.9 0.231
C -25.760653 -9.734867 -19.431532 -1.1 0.8 0.7 -0.591
C -26.944968 -9.035371 -19.343157 -1.7 -0.8 -0.9 -0.599
H -26.141843 -6.133610 -18.194208 0.0 -0.7 -0.1 0.485
H -24.034769 -7.179677 -18.040065 0.7 -0.1 -0.1 0.426
H -23.698347 -9.568147 -19.039483 -0.1 0.3 0.5 0.342
H -25.803292 -10.748774 -19.763918 0.4 -0.4 -0.3 0.429
H -27.875580 -9.467769 -19.690869 0.0 -0.5 -0.1 0.464
N -27.089276 -11.338129 -9.674238 0.1 0.5 0.0 -0.707
C -26.411481 -10.522303 -8.845233 -1.4 -0.4 -0.1 -0.334
C -25.143152 -10.073201 -9.095222 -0.2 0.6 0.6 -0.367
C -24.579937 -10.441696 -10.271949 0.8 0.2 -0.7 0.139
C -25.300409 -11.173259 -11.179379 0.0 -0.6 -1.6 -0.348
C -26.554431 -11.637680 -10.891040 -0.9 0.3 3.2 -0.987
H -26.937739 -10.110097 -7.972547 0.1 -0.6 -0.3 0.447
H -24.732909 -9.311756 -8.459299 0.4 -0.1 0.3 0.409
H -23.594860 -10.117078 -10.546621 0.4 0.2 -0.1 0.667
H -24.919814 -11.348649 -12.167561 0.4 -0.2 -0.3 0.707
H -27.216851 -12.313610 -11.403817 0.4 0.1 -0.9 0.460
N -26.443334 -10.124658 -15.682851 -0.9 0.1 0.2 0.160
C -27.627185 -9.929635 -16.273662 -0.3 1.3 2.1 -1.016
C -28.660648 -9.172803 -15.679266 -0.3 -0.1 -1.5 -0.601
C -28.492552 -8.634181 -14.420081 -0.5 0.0 0.1 -0.216
C -27.337498 -8.966680 -13.732641 0.1 0.2 0.0 -0.459
C -26.368503 -9.657034 -14.427502 1.6 -0.7 0.3 -0.408
H -27.792406 -10.304024 -17.230802 0.0 -0.7 -1.5 0.611
H -29.562783 -8.970362 -16.315505 0.9 -0.2 0.9 0.389
H -29.238944 -7.966923 -13.997779 0.1 -0.1 0.1 0.699
H -27.129113 -8.645009 -12.713068 -0.1 0.0 -0.3 0.518
H -25.384054 -9.830560 -13.944331 -0.7 0.1 -0.2 0.347
O -28.638294 -5.136851 -14.866485 0.1 -0.7 1.1 -0.361
C -28.844919 -4.788293 -15.991053 -0.5 -0.2 -1.2 0.717
O -28.475387 -3.598269 -16.451078 -0.1 0.5 0.3 -0.394
C -27.895468 -2.833742 -15.367725 1.6 0.8 -1.6 1.019
C -27.474703 -1.490121 -15.960736 -0.9 0.1 -1.4 -1.485
C -29.539869 -5.602535 -17.025856 -1.3 0.2 1.0 -0.799
H -27.113335 -3.478831 -14.984430 0.5 0.5 0.3 -0.455
H -28.613179 -2.700073 -14.623283 -1.2 0.1 1.3 0.202
H -26.774010 -0.876838 -15.432641 0.4 0.0 0.9 0.284
H -28.360543 -0.845207 -16.165771 0.4 -0.5 0.3 0.393
H -27.022638 -1.627646 -16.951589 0.0 -0.2 0.2 0.357
H -30.049215 -4.975602 -17.744456 -0.2 0.1 -0.1 0.383
H -30.204835 -6.301581 -16.503791 -0.1 0.3 -0.2 0.208
H -28.863185 -6.205054 -17.539149 1.5 -1.0 -1.0 -0.032
O -20.329690 -10.474022 -13.875616 0.1 -0.5 0.3 -0.639
C -21.353421 -10.416237 -13.238441 0.4 1.2 -0.6 -0.209
O -21.644258 -11.120630 -12.147696 -0.8 0.0 0.3 -0.085
C -20.649801 -11.951746 -11.634260 1.9 -2.1 -0.2 -0.351
C -19.677537 -11.187131 -10.730924 0.2 -1.1 0.4 -0.969
C -22.427053 -9.429607 -13.508932 -2.1 -0.3 -0.3 1.882
H -20.095701 -12.422479 -12.498025 -0.6 0.4 0.9 0.291
H -21.120945 -12.751447 -11.051642 -0.2 0.2 -0.4 0.433
H -19.754233 -10.210935 -11.128698 0.3 1.5 0.2 0.251
H -18.622387 -11.510321 -10.853842 -0.7 0.0 0.1 0.342
H -19.948063 -11.263104 -9.646103 0.1 0.3 -1.0 0.249
H -23.202162 -9.488199 -12.687290 0.8 0.3 -1.1 -0.660
H -22.902201 -9.630856 -14.505551 0.3 -0.1 0.8 -0.509
H -22.064727 -8.419095 -13.634832 0.4 0.2 0.3 -0.087
O -21.752486 -3.277393 -9.831151 -2.5 -1.7 -0.4 -0.213
C -20.843924 -2.682568 -9.394803 3.9 2.1 -0.5 0.818
O -20.710405 -2.108159 -8.208410 -1.1 -0.6 1.4 -0.365
C -21.624207 -2.599083 -7.165934 2.0 1.1 0.9 0.472
C -20.778470 -2.631448 -5.869229 -1.0 -0.2 -0.8 -1.407
C -19.542454 -2.371485 -10.155079 -0.3 -0.9 0.5 -1.342
H -21.938466 -3.573263 -7.420113 -0.6 -1.0 -0.4 -0.265
H -22.429004 -1.901407 -7.071979 -0.7 0.3 -0.1 0.334
H -20.300611 -1.665845 -5.747883 0.0 0.2 0.3 0.390
H -19.995073 -3.381419 -5.992481 -0.1 -0.1 0.3 0.291
H -21.462797 -2.863659 -5.026684 0.7 0.1 -0.3 0.364
H -19.452955 -1.303176 -10.207877 0.1 0.6 -0.2 0.356
H -19.577845 -2.826906 -11.148836 0.2 0.1 0.2 0.307
H -18.688838 -2.721015 -9.531146 -0.5 0.1 -0.6 0.359
O -24.162344 -7.174273 -8.274480 -1.0 -1.6 -1.9 -0.193
C -23.604564 -6.426024 -7.552990 -0.1 1.8 2.2 0.817
O -22.292994 -6.341442 -7.409311 0.7 0.1 -0.2 -0.339
C -21.489393 -7.106449 -8.369227 -0.3 1.7 0.6 0.497
C -20.138524 -7.241156 -7.699347 0.4 0.4 -1.7 -1.395
C -24.338328 -5.463334 -6.635678 0.9 -0.5 0.6 -0.520
H -21.548233 -6.521977 -9.292271 0.9 0.2 0.2 -0.298
H -22.076545 -7.931577 -8.638064 -0.3 -1.9 0.1 0.241
H -19.381640 -7.604805 -8.418644 -0.3 0.1 0.3 0.377
H -20.118834 -7.874984 -6.844651 -0.3 -0.5 0.6 0.366
H -19.834574 -6.237472 -7.399852 0.1 0.0 0.1 0.243
H -25.384549 -5.629207 -6.728772 -0.8 -0.2 0.0 -0.199
H -24.153579 -4.455285 -6.957106 0.3 0.6 -0.1 -0.024
H -24.006078 -5.578849 -5.579800 -0.2 0.1 -0.7 0.470
O -22.347934 -10.224543 -17.116308 -1.4 2.9 -1.4 -0.331
C -21.667439 -11.110448 -16.766729 1.3 -2.1 1.1 0.727
O -22.185280 -12.122551 -16.038119 0.1 -0.7 0.4 -0.342
C -23.653873 -12.247227 -15.912812 1.3 0.8 -2.1 0.334
C -24.105346 -13.204887 -16.974691 -0.1 -0.4 -1.6 -1.463
C -20.176938 -11.287136 -17.008499 -0.3 -0.3 0.1 -1.268
H -24.122352 -11.276387 -16.082515 0.0 -0.1 0.4 0.077
H -23.808547 -12.657123 -14.960486 -0.3 -0.2 1.5 0.325
H -23.715732 -14.217183 -16.839784 0.0 0.1 0.2 0.352
H -23.791700 -12.896178 -18.015939 -0.2 0.0 1.1 0.288
H -25.195287 -13.270280 -16.998116 0.0 0.0 0.1 0.372
H -19.767206 -11.601603 -16.066156 0.3 0.3 0.6 0.353
H -19.658359 -10.370659 -17.370900 -0.6 -0.9 0.0 0.286
H -20.024195 -12.205340 -17.594080 -0.1 0.6 -0.5 0.330
O -24.921630 -4.826927 -13.470283 -0.2 -3.2 -0.9 -0.325
C -24.936283 -6.028282 -13.804272 1.1 2.0 2.3 0.179
O -24.485760 -7.023161 -12.938005 -0.7 0.8 -2.3 0.851
C -23.976521 -6.655902 -11.678700 -1.4 0.2 1.3 1.200
C -22.582306 -6.157403 -11.691275 2.2 1.3 0.3 0.397
C -25.442739 -6.570192 -15.080257 0.2 -0.3 -0.4 0.236
H -24.135772 -7.559334 -11.107983 0.4 -0.4 0.4 -0.185
H -24.661444 -5.945984 -11.186257 0.4 0.1 -0.4 -1.326
H -22.301291 -5.488175 -10.824143 -0.8 -0.5 -0.9 -0.937
H -22.364721 -5.571503 -12.590971 -0.4 0.2 0.1 -0.076
H -21.762321 -6.882981 -11.706411 -0.5 -0.6 0.0 0.494
H -26.513718 -6.568595 -14.954840 -0.6 0.0 -0.2 -0.564
H -25.138092 -7.608971 -15.270092 0.1 0.5 0.1 -0.340
H -25.176681 -5.920060 -15.918080 0.0 -0.1 0.3 0.274
O -27.397212 -2.080599 -11.537792 1.1 1.6 0.1 -0.471
C -26.667117 -1.134576 -11.234657 -1.4 -2.2 1.5 0.801
O -25.807435 -1.221952 -10.186855 0.1 0.3 -0.7 -0.395
C -25.831920 -2.462997 -9.413098 0.2 0.6 -1.5 -1.018
C -25.111804 -3.600828 -10.103217 -0.3 0.4 0.0 1.148
C -26.679096 0.205497 -11.858489 1.0 0.0 -1.2 -0.938
H -26.870883 -2.607801 -9.238491 -0.7 -0.8 0.4 0.410
H -25.305284 -2.206144 -8.519928 0.2 0.2 0.7 0.416
H -24.094066 -3.283651 -10.306295 0.2 -0.1 0.0 -0.407
H -25.574549 -3.924664 -11.039532 -0.1 0.1 0.3 0.011
H -25.097440 -4.409598 -9.380821 0.1 -0.4 0.0 -0.380
H -26.416178 -0.003730 -12.900984 0.2 0.3 -0.1 0.036
H -25.939948 0.873075 -11.435671 0.1 0.0 0.1 0.299
H -27.621131 0.709218 -11.937973 -0.8 -0.1 0.4 0.356
O -27.421607 -5.672556 -8.288092 0.3 1.2 0.8 -0.561
C -27.494371 -6.802281 -8.634780 -0.6 -2.6 -1.4 -0.351
O -27.892892 -7.854695 -7.867589 0.6 0.6 -0.6 -0.057
C -28.098973 -7.558054 -6.513155 0.0 0.1 1.6 -0.068
C -29.536000 -7.158805 -6.273556 1.0 1.8 -1.1 -1.335
C -27.287835 -7.304905 -10.048358 0.6 0.0 -0.2 0.916
H -27.363743 -6.794086 -6.185448 -0.6 -0.4 -0.1 0.065
H -27.930939 -8.464229 -5.956501 0.5 -0.5 0.0 0.448
H -30.163993 -7.724588 -6.911788 -0.8 -0.9 -0.3 0.323
H -29.589452 -6.140725 -6.655156 -0.5 0.3 0.1 0.289
H -29.857676 -7.153563 -5.260963 -0.1 -0.2 0.9 0.435
H -26.536486 -8.081876 -10.246144 0.0 0.2 0.8 -0.440
H -27.029101 -6.460679 -10.634427 0.4 0.9 -0.6 0.169
H -28.182534 -7.692519 -10.491028 -0.9 -0.3 0.2 0.126
O -31.148170 -6.091002 -10.215879 -0.2 0.5 1.1 -0.644
C -30.592609 -5.951586 -11.266333 -0.1 0.1 0.2 0.673
O -30.766082 -6.860737 -12.231479 0.7 0.2 -1.0 -0.237
C -31.679406 -7.878039 -11.910166 -0.2 -1.7 0.5 -0.422
C -31.073010 -8.948727 -10.928763 0.1 1.4 0.0 -0.876
C -29.728410 -4.824322 -11.687178 0.7 0.6 -0.7 -0.101
H -31.907734 -8.381990 -12.848599 0.1 0.1 -0.1 0.371
H -32.620742 -7.408724 -11.580208 0.4 -0.4 0.4 0.432
H -31.838385 -9.565121 -10.527848 -0.8 -0.9 -0.1 0.481
H -30.650166 -8.527125 -10.024116 0.0 0.7 0.1 0.031
H -30.247363 -9.543171 -11.306883 -0.2 -0.2 -0.7 0.273
H -28.929334 -5.202936 -12.314559 0.3 -0.2 -0.1 -0.467
H -29.262044 -4.250091 -10.867984 -0.7 -0.3 -0.3 0.182
H -30.276228 -4.187257 -12.412355 0.1 -0.1 0.7 0.418